Entry 1:
The following is a quantum chemistry calculation of a molecular structure, C32H26KN9O5S2, from the Open Molecules 2025 dataset.

Largest force on an atom, eV/Å: 0.59
HOMO, hartree: -0.101
ΔE to the lowest compared entry with this formula, charge and spin, kJ/mol: 12.14
E_LUMO, eV: 3.820

```
! RIJCOSX wB97M-V def2-TZVPD def2/J DEFGRID3
* xyz -2 1
K -0.425 -1.342 0.115
O 4.547 -3.219 -5.555
C 4.878 -3.065 -4.363
O 5.986 -3.200 -3.809
C 3.714 -2.699 -3.406
C 3.922 -2.549 -2.044
C 2.849 -2.225 -1.223
N 1.614 -2.033 -1.689
C 1.409 -2.168 -2.999
C 2.427 -2.511 -3.884
C 0.021 -1.894 -3.476
C -0.208 -1.448 -4.778
C -1.497 -1.135 -5.169
C -2.529 -1.284 -4.258
C -2.211 -1.742 -2.991
N -0.976 -2.040 -2.598
C 3.018 -2.085 0.253
C 4.198 -1.587 0.802
C 4.291 -1.478 2.181
C 3.215 -1.866 2.962
C 2.076 -2.344 2.329
N 1.982 -2.454 1.008
H 4.920 -2.715 -1.660
H 2.261 -2.653 -4.943
H 0.622 -1.313 -5.457
H -1.689 -0.754 -6.164
H -3.548 -1.022 -4.505
H -2.990 -1.858 -2.243
H 5.009 -1.282 0.156
H 5.192 -1.084 2.637
H 3.239 -1.787 4.041
H 1.195 -2.651 2.887
C -3.772 -5.875 3.217
S -4.101 -4.123 3.441
C -2.562 -3.341 2.930
S -1.240 -4.257 2.408
N -2.720 -2.052 3.059
N -1.612 -1.325 2.686
C -1.603 -0.144 3.171
C -0.537 0.819 2.853
C -0.672 2.139 3.284
C 0.308 3.059 2.955
C 1.398 2.631 2.215
C 1.448 1.298 1.832
N 0.512 0.408 2.136
H -4.651 -6.393 3.606
H -2.885 -6.175 3.772
H -3.625 -6.129 2.170
H -2.414 0.201 3.814
H -1.552 2.434 3.841
H 0.196 4.092 3.261
H 2.185 3.310 1.913
H 2.280 0.929 1.239
O -2.904 2.111 -3.879
C -2.795 2.017 -2.707
N -2.818 1.890 -1.518
O -2.002 5.577 3.380
C -2.078 6.243 2.130
N -1.495 5.515 1.039
C -2.043 4.248 0.769
O -3.021 3.887 1.441
C -1.399 3.461 -0.237
C -0.425 3.948 -1.100
C 0.337 3.075 -1.855
C 0.256 1.706 -1.494
N -0.662 1.174 -0.742
C -1.784 2.035 -0.419
H -2.508 4.762 3.217
H -1.552 7.191 2.240
H -3.124 6.437 1.883
H -0.495 5.573 0.946
H -0.244 5.018 -1.164
H 1.106 3.416 -2.534
H 1.055 1.035 -1.814
H -2.298 1.662 0.463
*
```

Löwdin population analysis, charges in e, atoms 1 to 5: 0.64, -0.06, -0.70, -0.06, -0.09


Entry 2:
The following is a quantum chemistry calculation of a molecular structure, C32H26N3O2PS2W, from the Open Molecules 2025 dataset.

Largest force on an atom, eV/Å: 0.65
HOMO (spin up / spin down), hartree: -0.472 / -0.472
ΔE to the lowest compared entry with this formula, charge and spin, kJ/mol: 4.84
E_LUMO (spin up / spin down), eV: -7.045 / -7.046

```
! RIJCOSX wB97M-V def2-TZVPD def2/J DEFGRID3
* xyz 2 1
W -0.551 1.170 0.819
O 0.668 2.470 1.724
N 0.844 3.738 1.251
C 1.804 4.478 1.837
C 2.044 5.743 1.378
C 1.285 6.235 0.314
C 0.301 5.448 -0.249
C 0.080 4.165 0.239
S -1.184 3.084 -0.302
H 2.331 4.002 2.649
H 2.815 6.338 1.845
H 1.466 7.231 -0.065
H -0.314 5.799 -1.066
N -1.884 -1.587 1.900
P -2.382 -0.362 0.838
C -3.743 -1.004 -0.092
C -4.934 -1.376 0.537
C -5.971 -1.878 -0.229
C -5.823 -1.997 -1.608
C -4.643 -1.619 -2.232
C -3.593 -1.117 -1.475
C -2.921 1.045 1.864
C -2.272 1.326 3.076
C -2.515 2.538 3.722
C -3.422 3.438 3.192
C -4.097 3.146 2.005
C -3.830 1.974 1.331
C -0.614 -1.554 2.441
C -0.110 -2.627 3.172
C 1.155 -2.536 3.699
C 1.914 -1.381 3.496
C 1.361 -0.367 2.768
N 0.109 -0.433 2.242
H -2.444 -2.410 2.065
H -5.055 -1.263 1.609
H -6.899 -2.170 0.244
H -6.641 -2.386 -2.200
H -4.539 -1.710 -3.304
H -2.666 -0.815 -1.947
H -1.650 0.590 3.563
H -2.018 2.752 4.659
H -3.625 4.368 3.708
H -4.820 3.846 1.608
H -4.325 1.757 0.392
H -0.715 -3.513 3.312
H 1.561 -3.363 4.267
H 2.912 -1.282 3.896
H 1.899 0.550 2.574
C 6.827 -4.993 -4.822
C 5.768 -4.235 -4.076
O 5.565 -4.293 -2.901
S 4.878 -3.083 -5.175
C 3.810 -2.293 -4.023
C 3.050 -3.020 -3.106
C 2.215 -2.360 -2.232
C 2.112 -0.962 -2.275
C 2.859 -0.237 -3.214
C 3.707 -0.902 -4.076
C 1.263 -0.288 -1.371
C 0.544 0.302 -0.571
H 6.402 -5.947 -5.139
H 7.663 -5.194 -4.156
H 7.163 -4.455 -5.707
H 3.121 -4.097 -3.079
H 1.628 -2.916 -1.512
H 2.775 0.842 -3.247
H 4.303 -0.348 -4.788
*
```

Löwdin population analysis, charges in e, atoms 1 to 5: 1.14, -0.30, -0.16, 0.02, 0.00


Entry 3:
The following is a quantum chemistry calculation of a molecular structure, C32H27AgN8, from the Open Molecules 2025 dataset.

Largest force on an atom, eV/Å: 0.15
HOMO, hartree: -0.237
E_LUMO, eV: -0.070

```
! RIJCOSX wB97M-V def2-TZVPD def2/J DEFGRID3
* xyz 0 1
Ag -0.259 0.908 -0.081
C 4.574 -4.324 -1.794
C 3.627 -3.409 -1.068
C 3.032 -3.780 0.139
C 2.130 -2.966 0.790
C 1.751 -1.696 0.295
N 0.804 -0.907 0.883
C 0.594 -0.966 2.235
C 1.616 -1.077 3.201
C 1.357 -1.033 4.559
C 0.070 -0.853 5.063
C -0.211 -0.779 6.539
C -0.953 -0.753 4.130
C -0.710 -0.831 2.768
N -1.859 -0.903 1.913
C -2.821 -1.844 1.997
C -3.779 -1.549 1.056
C -3.301 -0.391 0.431
N -2.146 -0.002 0.955
C 2.372 -1.340 -0.922
C 3.268 -2.175 -1.578
N 2.158 -0.049 -1.509
C 3.097 0.905 -1.666
C 2.509 1.969 -2.314
C 1.185 1.558 -2.513
N 0.975 0.330 -2.033
H 5.191 -4.888 -1.094
H 5.242 -3.765 -2.451
H 4.039 -5.049 -2.413
H 3.271 -4.744 0.576
H 1.677 -3.312 1.711
H 2.634 -1.205 2.855
H 2.185 -1.148 5.253
H 0.678 -1.026 7.121
H -1.000 -1.475 6.830
H -0.537 0.220 6.841
H -1.980 -0.631 4.461
H -2.737 -2.642 2.714
H -4.680 -2.097 0.845
H -3.736 0.176 -0.377
H 3.689 -1.828 -2.516
H 4.099 0.741 -1.308
H 2.970 2.899 -2.596
H 0.371 2.081 -2.989
N 1.901 1.919 6.338
C 1.751 2.059 7.700
C 2.490 1.591 8.782
C 2.023 1.924 10.038
C 0.863 2.695 10.212
C 0.133 3.152 9.134
C 0.584 2.820 7.857
N 0.039 3.117 6.620
C 0.842 2.563 5.754
C 0.654 2.600 4.300
C 1.691 2.338 3.415
C 1.425 2.333 2.058
N 0.216 2.575 1.552
C -0.771 2.860 2.407
C -0.602 2.890 3.777
H 2.559 1.326 5.863
H 3.385 0.997 8.651
H 2.565 1.583 10.911
H 0.537 2.932 11.217
H -0.763 3.743 9.261
H 2.698 2.131 3.749
H 2.206 2.102 1.343
H -1.744 3.041 1.967
H -1.427 3.107 4.439
*
```

Löwdin population analysis, charges in e, atoms 1 to 5: 0.73, -0.06, -0.29, -0.05, -0.03


Entry 4:
The following is a quantum chemistry calculation of a molecular structure, C32H27BCl3N9O4PbS2, from the Open Molecules 2025 dataset.

Largest force on an atom, eV/Å: 0.60
HOMO, hartree: -0.324
ΔE to the lowest compared entry with this formula, charge and spin, kJ/mol: 6.84
E_LUMO, eV: 0.537

```
! RIJCOSX wB97M-V def2-TZVPD def2/J DEFGRID3
* xyz 0 1
Pb -1.817 -1.488 1.990
C 0.348 -4.793 4.672
C -0.056 -3.482 4.404
N -0.670 -3.413 3.228
N -0.668 -4.660 2.713
C -0.067 -5.505 3.567
B -1.335 -4.994 1.356
N -0.744 -4.085 0.234
C -0.027 -4.463 -0.833
C 0.215 -3.358 -1.628
C -0.410 -2.309 -0.955
N -0.990 -2.756 0.153
N -2.854 -4.759 1.422
C -3.859 -5.618 1.187
C -5.052 -4.939 1.313
C -4.670 -3.631 1.632
N -3.350 -3.535 1.706
H 0.861 -5.163 5.542
H 0.076 -2.590 4.997
H 0.031 -6.549 3.322
H -1.108 -6.144 1.084
H 0.253 -5.495 -0.959
H 0.758 -3.320 -2.556
H -0.478 -1.260 -1.204
H -3.653 -6.646 0.938
H -6.046 -5.329 1.182
H -5.278 -2.754 1.792
Cl 4.006 7.241 -2.781
C 3.745 5.657 -2.114
C 2.455 5.215 -1.877
C 2.277 3.939 -1.372
C 3.351 3.095 -1.096
C 3.021 1.710 -0.586
C 3.169 1.577 0.923
N 2.460 0.382 1.345
C 2.902 -0.924 1.378
C 1.802 -1.678 1.653
N 0.697 -0.856 1.750
C 1.143 0.368 1.599
O 3.774 0.668 -1.188
C 3.056 0.043 -2.251
C 2.689 1.035 -3.311
C 1.426 1.415 -3.641
Cl -0.044 0.831 -2.966
S 1.382 2.664 -4.811
C 3.093 2.704 -4.882
C 3.654 1.795 -4.047
C 4.628 3.589 -1.313
Cl 6.048 2.652 -0.934
C 4.837 4.858 -1.828
H 1.609 5.853 -2.092
H 1.268 3.571 -1.205
H 1.960 1.555 -0.813
H 2.711 2.436 1.411
H 4.217 1.515 1.213
H 3.928 -1.179 1.184
H 1.718 -2.749 1.739
H 0.552 1.271 1.624
H 2.160 -0.444 -1.852
H 3.718 -0.726 -2.648
H 3.588 3.402 -5.537
H 4.721 1.664 -3.926
H 5.842 5.215 -2.001
O -1.217 2.621 1.846
S -1.690 2.302 0.516
O -0.807 2.657 -0.569
N -2.145 0.754 0.421
C -3.492 0.619 0.404
O -4.061 -0.465 0.521
C -4.202 1.938 0.275
C -5.561 2.175 0.190
C -5.988 3.496 0.116
C -5.072 4.546 0.137
C -3.706 4.306 0.236
C -3.305 2.986 0.297
H -6.256 1.345 0.180
H -7.046 3.715 0.046
H -5.429 5.566 0.079
H -2.992 5.117 0.263
*
```

Löwdin population analysis, charges in e, atoms 1 to 5: 1.42, -0.06, -0.15, -0.07, -0.04


- Which formula does entry 2 have?
  C32H26N3O2PS2W


- largest force on an atom of number 1 (C32H26KN9O5S2)?
  0.59 eV/Å


- Which of these has the highest largest force on an atom?
  C32H26N3O2PS2W


- What is the formula in the second record?
  C32H26N3O2PS2W